A molecular structure, C29H48Cl2N3O4SiSrTe in a non-equilibrium geometry, computed with ωB97M-V with the def2-TZVPD basis set.

Each line ends with the Löwdin charge.
Atoms and positions in Å:
C -3.40 -3.14 3.63  -0.795
H -0.44 -3.26 -4.52  0.097
H -3.22 -5.03 2.62  0.065
H -1.40 1.04 -6.98  0.089
N 0.80 -3.82 3.92  -0.189
H -2.83 -6.32 4.76  0.088
C -1.66 3.76 -1.90  -0.226
C 2.12 2.80 2.69  -0.041
Cl -3.34 -0.55 -0.75  -0.475
C -1.39 1.52 -4.88  -0.036
C 0.18 3.22 -4.32  -0.194
O -0.73 1.55 -1.42  -0.573
C 0.46 1.23 3.55  -0.257
C -1.36 2.29 -2.40  -0.394
H -3.59 -1.39 4.86  0.075
N 1.40 2.16 3.78  -0.182
C -1.47 4.86 -2.67  -0.183
C -0.14 -3.99 -3.75  -0.043
H 1.64 3.81 -5.69  0.105
O -0.07 1.03 2.42  -0.120
H -3.14 3.25 -0.35  0.099
H 1.78 1.75 5.78  0.088
H 2.42 -2.50 -3.09  0.078
H 1.45 3.12 1.88  0.085
H 2.67 2.67 -0.03  0.011
H 2.39 -3.54 -1.65  0.093
Sr -0.78 0.03 0.12  1.183
C -2.99 -5.24 4.78  -0.147
H 3.25 1.68 -4.26  0.038
C 0.49 -4.45 5.18  -0.060
C -3.19 -3.18 6.05  -0.143
H 2.33 -3.61 2.49  0.083
C 0.20 2.39 -6.54  -0.112
H 2.31 -4.28 -3.28  0.083
C 2.10 1.74 -0.25  -0.269
Te -3.68 -2.15 1.83  0.533
C 2.03 -3.43 -2.67  -0.028
H 3.95 0.85 -2.82  0.026
H 0.49 -4.74 -4.23  0.078
H -1.52 4.75 -3.76  0.104
H 1.28 1.75 0.44  -0.034
H -1.17 -2.62 -1.82  0.139
H 0.53 4.06 -3.72  -0.014
Cl 1.65 3.86 -2.01  0.480
H 2.15 -0.33 -3.38  0.016
H -0.18 -5.30 5.05  0.080
C -0.05 -2.94 3.35  -0.314
H 1.43 -4.81 5.63  0.079
C -3.21 -4.54 3.59  -0.199
H -0.66 6.33 -1.29  0.070
H -2.24 0.86 -4.65  0.124
C 1.91 -4.35 3.17  -0.058
C -2.20 3.83 -0.49  -0.042
H -2.34 1.79 -2.42  0.108
H 1.64 -5.24 2.59  0.093
H -2.83 -5.13 6.94  0.083
H -1.45 3.42 0.21  0.066
H -0.91 -2.67 4.00  0.123
H 2.72 0.90 0.06  0.037
C 0.79 3.16 -5.56  -0.110
O 0.47 -1.78 -0.97  -0.171
H -2.44 4.87 -0.21  0.072
C -1.24 6.27 -2.22  -0.121
C -3.41 -2.47 4.87  -0.198
C -0.81 2.31 -3.87  -0.181
H -0.65 6.76 -3.01  0.067
H 4.11 2.66 -3.00  0.014
H 1.22 0.76 -4.42  0.034
C 3.48 1.78 -3.19  -0.249
H 2.90 2.15 2.27  0.099
C 1.31 0.40 -3.37  -0.174
H -2.14 6.91 -2.12  0.067
Si 1.92 1.77 -2.14  0.319
N 0.57 -3.41 -2.61  -0.169
H 0.96 3.30 5.49  0.095
H 0.38 -0.14 -3.12  0.024
H 0.63 2.42 -7.54  0.093
H 2.60 3.69 3.11  0.087
H 0.20 0.64 4.44  0.151
C 1.72 2.61 5.12  -0.049
O 0.07 -2.45 2.23  -0.048
C -0.89 1.59 -6.19  -0.098
C -2.99 -4.56 6.01  -0.162
C -0.07 -2.59 -1.78  -0.285
H -1.07 -4.48 -3.42  0.096
H 0.02 -3.74 5.86  0.085
H 2.67 3.14 5.07  0.083
H 2.68 -4.66 3.88  0.074
H -3.16 -2.67 7.01  0.083

Summary:
Total charge   -1
DFT total energy   -84566.9294 eV
HOMO level   -2.374 eV
Largest force on an atom   0.0543 hartree/bohr
Orbital gap   4.337 eV
Lowest unoccupied orbital energy   1.96 eV